ORCA calculation (ωB97M-V with the def2-TZVPD basis set) on a 2-piece molecular cluster, C7H19NO overall.

Kohn-Sham gap ... 0.3507 hartree
Net charge ... 0
HOMO energy ... -8.6 eV
Multiplicity ... 1
Structure (SMILES) ... CCCCNC(C)C.O
Energy relative to the best compared isomer or geometry (same formula, charge and spin) ... 255.3 kJ/mol

Positions of all 28 atoms, in Å:
C  0.7109  0.3893  1.4269
N  0.9959  -0.5465  0.2586
C  1.1158  -0.0574  -1.0809
C  2.1134  1.1525  -1.2904
C  1.4358  -1.3288  -1.9109
C  -0.4276  1.3221  1.3768
C  -2.4796  -0.2223  1.5157
C  -1.7694  0.8473  0.8026
H  0.4766  -0.3300  2.2860
H  1.5000  1.0363  1.7041
H  1.3853  -1.3448  0.6541
H  0.1641  0.3058  -1.2819
H  1.4801  2.0543  -1.4443
H  2.6978  1.1616  -2.1819
H  2.8403  1.5417  -0.5410
H  2.4450  -1.6137  -1.6939
H  1.3384  -1.3836  -2.9785
H  0.7844  -2.1595  -1.4534
H  -0.6066  1.7789  2.3935
H  -0.0895  2.3445  0.7440
H  -2.1192  -0.4082  2.4730
H  -2.5347  -1.1860  0.9433
H  -3.4815  0.0897  1.8241
H  -2.4009  1.6218  0.3043
H  -1.4127  0.3922  -0.1339
H  -1.3979  -1.9487  -1.6460
H  -1.2389  -1.3297  -0.3028
O  -1.5253  -2.1790  -0.7670

Cartesian forces, eV/Å:
-0.47 -3.15 0.18
-1.99 3.19 2.56
2.98 -0.95 0.08
-0.95 1.58 0.34
-1.14 -1.09 1.64
-1.50 4.84 -1.13
-2.26 -1.08 -0.21
1.64 0.48 -2.88
0.68 0.83 -0.97
1.57 0.19 0.31
1.18 -1.53 -0.38
-1.71 0.84 -1.05
0.17 -0.39 0.13
0.35 -0.73 -0.95
-0.66 -1.18 0.24
0.78 -0.16 0.17
-0.33 0.69 -0.53
0.91 1.12 -0.88
0.41 -0.63 -0.73
-0.86 -2.63 1.32
1.45 -0.60 1.67
-0.26 0.97 0.83
-0.33 -0.11 -0.64
0.32 -0.08 1.26
-0.13 -0.02 -0.12
0.27 0.39 -2.78
-0.16 -1.83 -0.65
0.04 1.05 3.15


ORCA calculation (ωB97M-V with the def2-TZVPD basis set) on a 5-piece molecular cluster, C7H19NO4 overall.

<S²> ... 0.760
Kohn-Sham gap (spin up / spin down) ... 0.1065 / 0.2286 hartree
Net charge ... -1
HOMO energy (spin up / spin down) ... 0.2 / -3.4 eV
Multiplicity ... 2
Energy relative to the best compared isomer or geometry (same formula, charge and spin) ... 79.4 kJ/mol

Positions of all 31 atoms, in Å:
C  0.4422  0.2909  -1.5677
C  0.4973  -0.6903  -2.4492
N  -0.6877  -1.2034  -3.0982
C  1.6653  0.8453  -0.8916
C  1.8007  0.2413  0.4028
C  2.5728  -0.8353  0.5813
C  2.4784  -1.6201  1.7806
C  1.7323  -1.4452  2.9078
H  -0.5958  0.5662  -1.2804
H  1.4672  -1.3060  -2.5138
H  -0.5658  -1.4913  -4.0620
H  -1.6048  -1.0704  -2.7350
H  1.2868  1.9435  -0.8775
H  2.6111  0.7190  -1.4848
H  1.2847  0.7216  1.3048
H  3.1699  -1.2717  -0.2568
H  2.8424  -2.6096  1.5975
H  1.1351  -0.5021  2.9917
H  1.6378  -1.9546  3.8098
H  -1.2076  1.9610  1.4013
H  -0.4438  2.7980  2.3865
O  -1.0625  2.8557  1.5708
H  -3.8287  -1.1943  -1.1478
H  -3.6459  -0.6020  0.2742
O  -4.1539  -1.1680  -0.2378
H  -1.7004  -1.8506  0.1797
H  -2.2668  -2.1429  1.5601
O  -1.8149  -1.6137  1.0541
H  -1.7422  4.0041  -0.5805
H  -0.5407  3.6907  0.1538
O  -0.7624  3.9341  -0.7736

Cartesian forces, eV/Å:
-0.39 -0.76 -0.54
0.02 -1.46 -0.44
2.06 -0.82 -0.31
-1.63 2.62 -1.29
-0.59 2.00 2.43
0.38 -1.72 0.85
0.07 -1.03 -0.41
-1.02 3.17 -1.02
0.93 0.66 -0.04
-1.58 1.05 -0.54
-0.46 0.17 0.52
-0.19 0.34 0.05
1.56 -1.05 0.29
-1.01 0.20 0.10
0.64 -0.84 -1.44
-0.59 0.41 0.65
0.84 -0.67 0.35
0.54 -0.57 -0.15
0.38 -1.64 0.97
-0.45 -2.71 -0.80
-1.49 0.30 -1.99
1.98 2.05 3.37
0.11 0.30 0.51
1.95 1.58 1.24
-2.42 -1.90 -1.96
0.17 -1.34 -2.38
-3.84 -4.97 3.64
4.03 6.39 -1.03
1.41 0.03 -0.92
0.47 -0.09 -0.69
-1.86 0.30 0.98


ORCA calculation (ωB97M-V with the def2-TZVPD basis set) on a 5-piece molecular cluster, C7H19NO4 overall.

Kohn-Sham gap ... 0.3324 hartree
Net charge ... 0
HOMO energy ... -8.7 eV
Multiplicity ... 1
Structure (SMILES) ... CCc1c[nH]cc1C.O.O.O.O
Energy relative to the best compared isomer or geometry (same formula, charge and spin) ... 0.0 kJ/mol

Positions of all 31 atoms, in Å:
C  1.1432  1.4797  -1.6685
C  1.3188  0.0134  -2.0654
C  1.0851  -0.9287  -0.9249
C  2.0205  -1.3200  0.0027
N  1.4182  -2.1905  0.8720
C  0.1150  -2.3776  0.5003
C  -0.1342  -1.5977  -0.6057
C  -1.4171  -1.4783  -1.3646
H  1.2783  2.1437  -2.5263
H  0.1297  1.6642  -1.3062
H  1.8664  1.7666  -0.9048
H  2.3188  -0.1372  -2.4809
H  0.6261  -0.2086  -2.8803
H  3.0581  -1.0495  0.1175
H  1.8540  -2.6561  1.6464
H  -0.5285  -3.0764  1.0124
H  -1.7342  -0.4366  -1.4363
H  -1.3198  -1.8486  -2.3887
H  -2.2335  -2.0432  -0.9118
H  -0.4195  0.6087  2.0938
H  0.8863  0.3064  1.4450
O  0.5009  0.9386  2.0715
H  -1.6143  2.5712  -0.0877
H  -2.2961  1.2490  0.2563
O  -2.2932  1.9489  -0.4137
H  -2.8108  -0.3560  2.2029
H  -1.8361  -0.9747  1.1771
O  -2.0557  -0.1492  1.6390
H  0.0097  2.5666  1.3797
H  0.5370  3.6924  0.4559
O  -0.2477  3.3912  0.9193

Cartesian forces, eV/Å:
-0.20 0.15 -0.24
-0.01 0.21 -0.13
0.21 0.00 -0.06
-0.11 -0.03 0.13
-0.09 -0.18 0.09
-0.12 0.10 -0.17
0.01 -0.17 0.07
-0.10 0.08 -0.23
0.12 -0.08 -0.02
0.09 -0.08 0.15
-0.03 -0.01 0.10
0.00 -0.04 0.09
-0.04 -0.09 0.05
-0.02 -0.01 -0.05
0.10 0.06 -0.02
0.06 0.01 0.05
-0.03 0.05 0.01
0.07 -0.01 0.04
0.05 -0.06 0.11
0.16 0.18 0.24
0.28 0.24 -0.05
-0.41 -0.45 -0.18
-0.23 -0.06 -0.05
-0.06 0.17 -0.12
0.18 -0.08 0.08
0.07 0.10 -0.03
0.11 0.23 0.06
-0.25 -0.37 0.05
0.29 0.16 -0.12
0.08 -0.05 0.00
-0.20 0.01 0.13


ORCA calculation (ωB97M-V with the def2-TZVPD basis set) on C7H19NO6PSn as an isolated structure.

Kohn-Sham gap ... 0.1484 hartree
Net charge ... -1
HOMO energy ... -3.2 eV
Multiplicity ... 1
Energy relative to the best compared isomer or geometry (same formula, charge and spin) ... 0.0 kJ/mol

Positions of all 35 atoms, in Å:
Sn  -0.6358  1.8359  2.0422
P  -0.7229  -0.2811  4.7006
O  0.3118  -0.8401  5.6349
O  -0.3552  -0.7140  3.1828
O  -0.9707  1.2729  4.7043
O  -2.1040  -0.9019  4.9201
C  -1.3036  2.8491  -2.3449
C  -2.2321  1.8021  -1.7845
C  -2.7526  0.8748  -2.8774
O  -1.5254  0.9740  -0.8264
H  -1.0894  3.5847  -1.5651
H  -1.7219  3.4015  -3.1843
H  -0.3489  2.4022  -2.6258
H  -2.9854  2.2192  -1.1095
H  -3.6286  1.3136  -3.3533
H  -2.9613  -0.1441  -2.5512
H  -1.9020  0.7061  -3.5438
H  -2.0403  0.4452  -0.2090
C  1.7182  -2.4778  1.2556
C  2.2923  -1.0577  0.9589
C  1.7043  -0.5330  -0.3285
O  1.9512  -1.4753  -1.3515
C  1.3562  -1.1434  -2.5980
N  1.9898  -0.2833  2.1434
H  0.6439  -2.4629  1.0243
H  1.7310  -2.6578  2.3289
H  2.0316  -3.3523  0.6813
H  3.3511  -1.2446  0.7536
H  2.2931  0.3667  -0.5792
H  0.6530  -0.2281  -0.2633
H  1.9644  -0.3789  -3.0876
H  0.3186  -0.8791  -2.3723
H  1.3417  -2.0690  -3.1726
H  2.6072  -0.4477  2.9254
H  1.0209  -0.4758  2.4720

Cartesian forces, eV/Å:
0.49 -3.36 4.22
-2.49 -2.80 0.63
0.77 0.95 -0.40
-0.24 2.52 -1.69
0.95 1.99 -2.68
0.24 0.50 0.00
0.37 0.39 0.93
-0.76 -1.59 1.30
0.34 0.04 0.04
2.00 0.34 -0.06
0.10 0.02 -0.05
-0.17 -0.25 -0.09
-0.10 -0.11 -0.16
-0.59 0.52 -0.96
0.16 -0.14 -0.40
-0.44 0.25 0.50
-0.30 0.32 -0.48
-0.69 0.09 -0.48
-1.35 -0.16 -0.41
-0.27 -2.76 0.66
1.07 1.11 -0.26
-0.22 -0.46 -0.04
0.12 -0.66 1.25
0.15 1.82 -1.21
-0.06 0.24 0.18
0.36 -0.20 -0.03
0.74 0.27 0.00
0.20 0.69 0.33
-0.32 0.28 0.01
-0.11 -0.37 0.09
-0.42 0.23 -0.24
-0.01 0.51 -0.56
0.13 0.12 -0.22
0.11 -0.05 -0.10
0.22 -0.33 0.38


ORCA calculation (ωB97M-V with the def2-TZVPD basis set) on C7H20Br2INNbO5P2S2 as an isolated structure.

Kohn-Sham gap ... 0.2015 hartree
Net charge ... -1
HOMO energy ... -4.9 eV
Multiplicity ... 1
Energy relative to the best compared isomer or geometry (same formula, charge and spin) ... 133.1 kJ/mol

Positions of all 41 atoms, in Å:
C  0.5309  -1.8256  -2.5517
C  -0.7820  -1.8269  -3.3827
Br  -0.2005  -1.4300  -5.2759
C  -1.8061  -0.7468  -2.9461
Br  -3.2677  -0.7475  -4.3202
Nb  -2.6717  -0.9858  -0.8343
N  -1.6900  -2.8234  -0.4563
I  -4.0684  1.4651  -1.2527
P  -0.7368  0.4039  0.1813
S  -1.3016  2.0425  1.1378
P  -4.7878  -2.2762  -1.6160
O  -5.9983  -1.3061  -2.2684
O  -4.4455  -3.5611  -2.6601
S  -5.5322  -3.0912  0.0144
H  0.4447  -1.3181  -1.5863
H  1.3843  -1.4357  -3.1137
H  0.7848  -2.8747  -2.3266
H  -1.1909  -2.8397  -3.4363
H  -1.3634  0.2589  -3.0335
H  -3.3474  -1.0293  0.8693
H  -1.6857  -3.4722  -1.2330
H  -0.7625  -2.7309  -0.0634
H  -0.0376  -0.4708  1.0750
H  0.1698  0.7151  -0.8776
H  -6.4328  -1.8392  -2.9413
H  -3.5281  -3.5294  -2.9232
C  1.3229  2.8211  3.9460
C  1.9315  3.3488  2.6646
O  3.3528  3.5395  2.8085
C  4.0901  2.4425  2.6888
O  3.6921  1.3344  2.4609
O  5.3700  2.7856  2.8755
C  6.2697  1.6818  2.8305
H  1.5876  3.4649  4.7884
H  0.2381  2.7730  3.8598
H  1.6954  1.8214  4.1734
H  1.5131  4.3272  2.4336
H  1.7114  2.6964  1.8208
H  6.1383  1.1022  1.9183
H  6.1307  1.0480  3.7064
H  7.2787  2.0883  2.8461

Cartesian forces, eV/Å:
-0.02 -0.82 0.00
0.28 1.46 0.18
0.13 -0.41 0.04
1.19 -0.14 -0.74
0.23 0.08 0.63
-2.22 -2.70 1.09
-1.01 2.63 -0.98
0.57 -1.18 0.16
-0.17 0.50 0.12
0.32 0.15 0.23
-0.92 -0.39 -0.20
1.40 -1.40 -0.10
-1.16 0.97 0.56
0.49 0.37 -0.19
-0.09 0.04 -0.35
-0.34 0.19 0.18
-0.02 0.31 -0.01
-0.15 0.33 -0.13
-0.02 -0.41 -0.27
0.93 0.94 0.14
0.08 -0.35 0.18
0.05 -0.32 0.21
0.23 0.19 -0.56
0.24 -0.24 0.50
-0.36 0.01 -0.26
0.36 0.26 -0.41
0.19 -0.11 0.21
-0.66 -0.09 0.06
0.17 0.08 -0.11
-0.27 0.45 0.12
0.02 -0.37 -0.08
0.23 -0.02 -0.04
0.28 -0.09 0.01
-0.06 0.09 -0.06
0.02 -0.01 -0.10
-0.06 -0.02 -0.10
0.26 0.07 -0.01
0.12 -0.06 0.06
-0.11 -0.04 0.08
-0.07 -0.09 -0.10
-0.10 0.17 0.03


ORCA calculation (ωB97M-V with the def2-TZVPD basis set) on C7H21O6Ti as an isolated structure.

<S²> ... 3.752
Kohn-Sham gap (spin up / spin down) ... 0.1550 / 0.3126 hartree
Net charge ... 0
HOMO energy (spin up / spin down) ... -4.2 / -8.7 eV
Multiplicity ... 4
Energy relative to the best compared isomer or geometry (same formula, charge and spin) ... 76.0 kJ/mol

Positions of all 35 atoms, in Å:
Ti  -0.5891  0.8514  0.2595
C  -1.5285  -2.6636  2.2894
C  -1.5104  -1.1840  1.9317
O  -0.5852  -0.4379  2.3697
O  -2.3614  -0.7451  1.1203
H  -0.9472  -3.2221  1.5579
H  -2.5270  -3.1052  2.3195
H  -1.1769  -2.8059  3.3131
C  -1.1419  1.7896  -2.7505
O  -0.5358  2.4100  -1.6080
H  -0.6443  0.9428  -3.2267
H  -2.1407  1.4612  -2.4650
H  -1.2922  2.5463  -3.5336
H  0.0758  3.0529  -1.9893
C  0.2604  3.3158  2.1371
O  -0.9546  2.7068  1.7549
H  1.0840  2.6039  2.0276
H  0.5336  4.1519  1.4937
H  0.2124  3.6522  3.1710
H  -1.4664  2.3830  2.5012
C  2.8994  -0.1129  0.7669
O  1.7951  0.5827  0.1871
H  3.5741  0.5706  1.2974
H  2.5601  -0.7699  1.5650
H  3.4554  -0.6389  -0.0072
H  2.1867  1.0920  -0.5344
C  1.0124  -1.7409  -2.0498
C  -0.2385  -2.2765  -1.3642
O  -1.2614  -2.1993  -2.3429
H  1.9228  -2.1359  -1.5881
H  1.0751  -0.6558  -2.0195
H  1.0281  -2.1047  -3.0761
H  -0.5526  -1.7414  -0.4583
H  -0.0715  -3.3179  -1.0672
H  -2.1499  -2.2551  -1.9820

Cartesian forces, eV/Å:
-0.47 -0.54 1.12
-0.54 0.03 0.88
0.04 0.45 -0.28
0.38 -0.22 -0.25
-0.02 0.06 -0.60
0.23 0.00 0.15
-0.12 0.36 -0.47
0.58 -0.02 -0.26
-1.24 0.36 -0.78
0.43 -0.56 -0.35
0.48 0.01 0.59
0.15 -0.10 0.18
0.12 0.03 0.11
0.14 0.02 0.46
0.66 -0.28 0.49
-0.35 0.06 -1.03
-0.04 -0.14 0.24
-0.57 0.13 -0.10
0.10 0.12 0.02
0.28 -0.09 0.14
0.29 0.15 0.80
0.20 0.36 -0.32
-0.02 0.19 -0.36
-0.42 -0.25 -0.41
-0.03 -0.23 0.11
-0.28 0.06 -0.01
0.33 -0.36 0.45
-0.13 -0.06 -0.24
-0.16 0.04 -0.52
-0.10 0.07 0.17
-0.17 0.07 -0.19
-0.14 0.14 -0.08
0.28 0.15 -0.09
-0.03 -0.05 -0.01
0.14 0.02 0.44


ORCA calculation (ωB97M-V with the def2-TZVPD basis set) on C7H22CrN4O7 as an isolated structure.

<S²> ... 3.807
Kohn-Sham gap (spin up / spin down) ... 0.2430 / 0.2583 hartree
Net charge ... +1
HOMO energy (spin up / spin down) ... -9.5 / -10.0 eV
Multiplicity ... 4

Positions of all 41 atoms, in Å:
O  0.5876  -2.4867  2.3843
H  0.4644  -2.6349  3.3278
Cr  0.7949  0.5745  0.0553
N  2.2362  0.4501  -1.2875
N  -0.2050  -0.3081  -1.6246
O  3.4541  0.4210  -0.8663
O  -1.5132  -0.6014  -2.0353
C  1.8909  0.1632  -2.5377
C  0.5196  -0.1784  -2.7249
C  2.9361  0.3036  -3.5668
C  -0.1904  -0.3200  -4.0307
H  3.9285  0.2636  -3.0935
H  2.8218  1.2698  -4.0813
H  2.8359  -0.4916  -4.3084
H  -1.0000  0.4293  -4.1176
H  -0.6769  -1.3061  -4.1374
H  0.4994  -0.1747  -4.8857
H  3.0157  -0.4378  0.6551
H  -2.0154  -0.8592  -1.2873
O  -0.4934  2.3176  -0.2730
H  0.0068  2.9729  0.2509
H  -0.5348  2.6517  -1.1932
C  -0.1732  -3.4665  0.8669
H  -0.8697  -4.1438  1.3889
H  0.8822  -3.4411  0.6346
H  -0.6841  -2.8906  0.1155
O  2.0679  -0.7750  0.8825
H  1.2687  -1.7497  2.2738
H  2.2890  -1.6954  0.6297
C  -0.5768  1.1470  5.0699
O  0.3307  1.4764  4.0202
C  0.1339  1.0727  2.8101
O  0.9738  1.3689  1.9139
N  -1.0190  0.4481  2.5668
N  -1.2420  -0.0812  1.2123
H  -1.5270  1.6099  4.9053
H  -0.1084  1.5453  5.9512
H  -0.6761  0.0840  5.1509
H  -1.6301  0.1122  3.3132
H  -1.5277  -1.0507  1.2540
H  -2.0047  0.4324  0.7753

Cartesian forces, eV/Å:
1.70 2.88 2.37
0.12 -0.02 0.44
-1.75 -1.03 -1.01
-0.95 -0.18 0.48
1.09 -0.02 -0.81
-0.09 0.48 -0.25
0.16 0.67 -0.37
0.81 0.72 0.66
-0.86 0.32 0.74
0.28 -0.41 -0.87
0.51 -0.04 -1.28
-0.45 -0.03 -0.25
0.12 -0.24 0.06
0.28 0.12 -0.10
0.42 -0.32 0.13
0.31 0.44 0.14
-0.34 -0.09 0.55
-1.32 0.82 -0.16
-0.48 -0.48 1.29
0.72 0.22 -0.39
-0.39 -0.04 -0.33
0.04 -0.15 0.66
-1.65 -0.91 -2.77
1.36 0.06 -0.13
-0.31 -1.34 0.14
-0.46 0.38 -0.26
2.49 -1.65 0.55
-1.01 -1.04 0.43
-0.95 0.18 -0.24
0.48 0.25 0.04
0.80 0.38 0.51
1.17 0.85 -1.70
-1.14 -0.26 1.62
-1.58 -1.66 -1.85
0.64 1.25 1.34
-0.63 0.38 -0.05
-0.02 0.06 0.38
-0.03 -0.71 0.19
0.39 0.26 -0.55
0.47 -0.44 0.37
0.08 0.32 0.27